[1]
Entry from the Open Molecules 2025 dataset: the molecule C3H4S at a distorted geometry (ωB97M-V/def2-TZVPD).

Geometry as ORCA input:
```
! wB97M-V def2-TZVPD RIJCOSX def2/J DEFGRID3
* xyz 0 1
C 0.193 0.284 0.551
C -0.767 0.411 -0.608
S -2.391 0.030 0.112
C -0.446 -0.893 -0.065
H -0.103 0.625 1.534
H 1.247 0.434 0.342
H -0.621 0.884 -1.563
H -0.362 -1.927 -0.306
*
```

Computed properties:
structure (SMILES): C1[C@@H]2S[C@H]12
HOMO level: -8.579 eV
energy above the lowest of the compared OMol25 structures with the same formula, charge and spin: 151.12 kJ/mol



[2]
Entry from the Open Molecules 2025 dataset: a cluster of 7 separate species, C40H42B2F5N6O2 in total at a distorted geometry (ωB97M-V/def2-TZVPD).

Geometry as ORCA input:
```
! wB97M-V def2-TZVPD RIJCOSX def2/J DEFGRID3
* xyz -1 1
C 1.773 1.449 1.383
C 2.121 1.022 -0.098
O 2.787 2.068 -0.824
B 1.873 2.716 -1.750
O 0.579 3.042 -1.220
B 2.407 2.955 -3.312
C 1.713 4.204 -4.100
F 1.947 4.128 -5.514
F 0.287 4.184 -3.981
C 2.236 5.563 -3.527
C 1.241 6.624 -3.287
C 1.679 7.908 -2.726
C 3.080 8.170 -2.403
C 4.089 7.127 -2.670
C 5.565 7.465 -2.345
F 5.741 8.838 -2.487
F 6.387 6.768 -3.198
F 5.897 7.171 -1.036
C 3.648 5.841 -3.225
H 1.051 0.717 1.839
H 1.377 2.497 1.378
H 2.690 1.414 2.041
H 2.858 0.163 -0.048
H 1.177 0.660 -0.576
H 0.633 3.671 -0.480
H 3.599 3.140 -3.237
H 2.224 1.934 -3.931
H 0.166 6.487 -3.524
H 0.930 8.715 -2.541
H 3.406 9.142 -1.964
H 4.391 5.041 -3.435
N 2.858 -1.032 3.513
C 4.121 -1.045 3.075
C 4.793 -2.195 2.691
C 4.120 -3.404 2.766
C 2.811 -3.417 3.219
C 2.230 -2.211 3.576
H 4.606 -0.075 3.035
H 5.816 -2.144 2.341
H 4.610 -4.326 2.475
H 2.255 -4.339 3.291
H 1.205 -2.170 3.932
N -0.816 4.268 2.042
C -0.603 3.927 3.317
C -1.617 3.694 4.234
C -2.927 3.826 3.804
C -3.174 4.180 2.487
C -2.088 4.387 1.650
H 0.440 3.839 3.604
H -1.386 3.417 5.254
H -3.749 3.654 4.489
H -4.185 4.292 2.117
H -2.228 4.662 0.610
N -3.347 -0.467 1.544
C -3.523 0.637 2.278
C -4.440 0.736 3.314
C -5.224 -0.370 3.603
C -5.061 -1.525 2.854
C -4.113 -1.522 1.842
H -2.889 1.476 2.012
H -4.538 1.653 3.877
H -5.953 -0.333 4.404
H -5.655 -2.409 3.050
H -3.946 -2.402 1.230
N -4.729 -4.853 0.342
C -5.986 -4.484 0.058
C -6.581 -4.666 -1.181
C -5.836 -5.261 -2.186
C -4.534 -5.649 -1.918
C -4.033 -5.426 -0.645
H -6.528 -4.019 0.874
H -7.602 -4.350 -1.353
H -6.265 -5.419 -3.168
H -3.922 -6.116 -2.678
H -3.020 -5.717 -0.387
N 0.422 -1.283 -2.163
C -0.831 -0.903 -2.431
C -1.444 -1.080 -3.662
C -0.717 -1.682 -4.676
C 0.585 -2.083 -4.422
C 1.103 -1.863 -3.156
H -1.359 -0.433 -1.608
H -2.464 -0.754 -3.822
H -1.159 -1.837 -5.653
H 1.185 -2.555 -5.189
H 2.117 -2.161 -2.908
N 1.961 -5.991 1.594
C 2.105 -6.989 2.473
C 1.507 -8.232 2.335
C 0.708 -8.455 1.225
C 0.541 -7.436 0.301
C 1.187 -6.231 0.530
H 2.736 -6.765 3.327
H 1.662 -9.003 3.078
H 0.221 -9.413 1.082
H -0.076 -7.573 -0.578
H 1.090 -5.404 -0.167
*
```

Computed properties:
HOMO level: -4.658 eV



[3]
Entry from the Open Molecules 2025 dataset: a cluster of 8 separate species, C26H72F6N6O12S2 in total at a distorted geometry (ωB97M-V/def2-TZVPD).

Geometry as ORCA input:
```
! wB97M-V def2-TZVPD RIJCOSX def2/J DEFGRID3
* xyz 4 1
C -12.435 21.018 -8.747
C -13.125 19.755 -8.099
C -12.160 18.762 -7.469
O -12.839 17.658 -6.764
C -12.163 16.460 -6.700
N -14.121 20.313 -7.082
H -14.773 20.980 -7.468
H -14.721 19.566 -6.763
H -13.666 20.792 -6.318
H -11.981 21.762 -8.092
H -13.077 21.727 -9.270
H -11.622 20.819 -9.445
H -13.721 19.368 -8.925
H -11.532 19.174 -6.680
H -11.419 18.500 -8.225
H -11.624 16.164 -7.600
H -12.844 15.613 -6.624
H -11.403 16.492 -5.919
C -5.030 26.583 -7.373
C -5.381 26.276 -8.894
C -6.454 25.159 -9.030
O -7.060 24.946 -10.293
C -6.355 24.058 -11.182
N -5.810 27.567 -9.601
H -6.680 27.902 -9.213
H -5.039 28.211 -9.500
H -5.956 27.370 -10.580
H -5.887 26.935 -6.798
H -4.305 27.395 -7.305
H -4.608 25.712 -6.872
H -4.544 25.977 -9.524
H -7.396 25.428 -8.551
H -6.005 24.233 -8.673
H -5.324 24.276 -11.460
H -7.000 23.996 -12.059
H -6.363 23.107 -10.650
C -17.365 17.621 -15.321
C -17.421 18.357 -13.935
C -16.706 17.521 -12.866
O -16.950 17.842 -11.551
C -16.511 16.772 -10.724
N -16.662 19.653 -14.090
H -15.673 19.561 -13.907
H -16.802 20.222 -14.914
H -16.997 20.295 -13.386
H -16.390 17.383 -15.746
H -18.003 18.048 -16.095
H -18.020 16.751 -15.282
H -18.417 18.633 -13.588
H -15.668 17.396 -13.177
H -17.060 16.502 -13.017
H -17.192 15.930 -10.844
H -16.469 16.930 -9.646
H -15.541 16.344 -10.977
C -9.464 16.195 -21.003
C -10.957 16.401 -20.698
C -11.624 15.154 -20.142
O -13.030 15.377 -19.850
C -13.605 14.404 -18.912
N -11.309 17.626 -19.839
H -12.305 17.780 -19.777
H -10.921 17.549 -18.909
H -10.933 18.487 -20.210
H -9.070 16.984 -21.643
H -9.273 15.252 -21.515
H -8.833 16.231 -20.115
H -11.500 16.526 -21.635
H -11.119 14.810 -19.239
H -11.596 14.324 -20.848
H -13.407 13.334 -18.958
H -14.693 14.464 -18.955
H -13.224 14.668 -17.926
C -16.713 28.458 -16.464
C -16.496 27.184 -15.642
C -15.032 26.766 -15.567
O -15.013 25.555 -14.882
C -13.796 24.850 -14.823
N -16.952 27.391 -14.161
H -16.670 26.625 -13.566
H -16.644 28.272 -13.776
H -17.952 27.256 -14.131
H -16.108 29.256 -16.033
H -17.749 28.797 -16.488
H -16.494 28.250 -17.511
H -17.155 26.400 -16.017
H -14.371 27.467 -15.058
H -14.591 26.789 -16.564
H -12.894 25.327 -14.439
H -13.550 24.561 -15.845
H -13.969 23.950 -14.233
C -2.522 18.233 -16.512
C -3.875 18.835 -16.232
C -4.023 20.182 -16.978
O -5.385 20.725 -16.940
C -5.529 21.949 -17.607
N -4.900 17.845 -16.949
H -4.861 16.910 -16.568
H -5.866 18.043 -16.729
H -4.726 17.726 -17.937
H -2.186 18.077 -17.537
H -2.437 17.176 -16.259
H -1.715 18.737 -15.980
H -4.099 18.974 -15.174
H -3.648 20.090 -17.997
H -3.347 20.978 -16.668
H -6.600 22.132 -17.527
H -5.190 21.819 -18.634
H -4.974 22.666 -17.001
C -13.355 10.231 -9.669
F -14.232 9.286 -9.969
F -12.989 10.920 -10.776
F -13.955 10.982 -8.678
S -11.706 9.421 -9.031
O -10.838 10.523 -8.552
O -12.051 8.488 -7.944
O -11.141 8.595 -10.115
C -10.577 16.495 -12.939
F -10.976 15.402 -13.607
F -11.410 16.683 -11.943
F -9.409 16.204 -12.565
S -10.593 18.049 -14.118
O -10.023 19.142 -13.307
O -9.743 17.691 -15.264
O -11.928 18.378 -14.614
*
```

Computed properties:
HOMO level: -10.026 eV
energy above the lowest of the compared OMol25 structures with the same formula, charge and spin: 830.59 kJ/mol